No. 1
Formula: C33H77N11O11
Source: OMol25
Level of theory: ωB97M-V with the def2-TZVPD basis set

Positions of all 132 atoms, in Å:
1 C -2.992 -7.486 3.082
2 N -2.055 -6.384 3.265
3 C -1.494 -5.837 1.965
4 C -1.533 -6.162 4.456
5 O -0.606 -5.367 4.676
6 H -3.984 -7.087 2.871
7 H -3.167 -8.065 3.988
8 H -2.864 -8.195 2.264
9 H -2.312 -5.570 1.295
10 H -1.086 -4.888 2.311
11 H -0.698 -6.426 1.509
12 H -1.976 -6.795 5.241
13 C 1.284 2.196 0.245
14 N 0.755 0.905 -0.269
15 C -0.130 1.055 -1.414
16 C 0.893 -0.300 0.381
17 O 0.337 -1.306 -0.017
18 H 2.037 2.724 -0.341
19 H 1.720 2.000 1.224
20 H 0.480 2.926 0.336
21 H -0.682 0.155 -1.684
22 H -0.790 1.912 -1.281
23 H 0.490 1.065 -2.311
24 H 1.534 -0.202 1.271
25 C -3.645 5.177 -3.344
26 N -2.480 5.839 -2.648
27 C -2.774 6.768 -1.586
28 C -1.227 5.476 -2.924
29 O -0.257 5.826 -2.299
30 H -3.228 4.479 -4.070
31 H -4.282 5.916 -3.832
32 H -4.304 4.770 -2.577
33 H -3.094 6.162 -0.739
34 H -1.868 7.305 -1.304
35 H -3.590 7.466 -1.770
36 H -1.083 4.731 -3.722
37 C -4.804 0.341 0.646
38 N -4.876 1.756 1.087
39 C -3.937 2.187 2.125
40 C -5.717 2.626 0.503
41 O -5.770 3.841 0.638
42 H -5.615 -0.022 0.014
43 H -4.808 -0.298 1.529
44 H -3.888 0.101 0.106
45 H -4.243 3.127 2.582
46 H -3.977 1.363 2.837
47 H -2.906 1.955 1.859
48 H -6.353 2.090 -0.218
49 C -1.706 -4.095 -3.988
50 N -1.947 -4.983 -5.208
51 C -0.761 -5.280 -5.993
52 C -3.159 -5.092 -5.781
53 O -3.334 -5.548 -6.899
54 H -1.317 -3.111 -4.250
55 H -0.980 -4.607 -3.356
56 H -2.664 -3.917 -3.499
57 H -1.141 -5.839 -6.848
58 H -0.290 -4.310 -6.153
59 H -0.002 -5.898 -5.513
60 H -3.941 -4.796 -5.065
61 C 4.496 -5.170 4.380
62 N 4.765 -5.157 2.980
63 C 6.016 -5.895 2.659
64 C 3.766 -4.854 2.046
65 O 3.983 -4.829 0.825
66 H 5.402 -5.197 4.985
67 H 3.783 -5.923 4.716
68 H 4.042 -4.236 4.710
69 H 6.236 -5.648 1.621
70 H 6.850 -5.534 3.262
71 H 5.940 -6.979 2.747
72 H 2.810 -4.524 2.481
73 C -2.168 7.187 4.592
74 N -0.726 7.198 4.339
75 C -0.294 6.459 3.164
76 C 0.165 7.544 5.269
77 O -0.101 8.003 6.403
78 H -2.331 8.076 5.201
79 H -2.530 6.323 5.151
80 H -2.623 7.223 3.602
81 H -0.433 5.406 3.408
82 H -0.893 6.728 2.294
83 H 0.666 6.741 2.732
84 H 1.189 7.486 4.869
85 C 5.895 0.416 1.641
86 N 6.870 1.463 2.074
87 C 7.651 2.272 1.065
88 C 6.953 1.775 3.396
89 O 7.518 2.762 3.813
90 H 5.119 0.808 0.983
91 H 5.256 0.000 2.420
92 H 6.408 -0.468 1.261
93 H 7.055 2.486 0.178
94 H 7.954 3.256 1.422
95 H 8.544 1.744 0.733
96 H 6.460 0.987 3.985
97 C -5.375 -0.051 -7.399
98 N -4.324 0.232 -6.483
99 C -4.493 -0.199 -5.116
100 C -3.240 0.919 -6.855
101 O -2.307 1.210 -6.093
102 H -5.065 0.284 -8.388
103 H -6.265 0.482 -7.064
104 H -5.611 -1.105 -7.252
105 H -5.300 0.367 -4.652
106 H -4.670 -1.258 -4.929
107 H -3.546 -0.184 -4.576
108 H -3.171 1.041 -7.947
109 C 1.503 -0.161 7.092
110 N 1.028 1.139 6.681
111 C 1.969 1.984 5.958
112 C -0.274 1.531 6.921
113 O -0.624 2.725 6.664
114 H 2.543 -0.054 7.400
115 H 1.427 -0.757 6.183
116 H 0.963 -0.634 7.912
117 H 2.710 2.433 6.619
118 H 2.570 1.379 5.279
119 H 1.430 2.816 5.504
120 H -0.840 0.704 7.378
121 C 2.289 -0.556 -6.124
122 N 3.135 -1.685 -5.752
123 C 2.764 -2.362 -4.517
124 C 4.228 -1.984 -6.413
125 O 4.903 -2.999 -6.317
126 H 2.693 -0.021 -6.984
127 H 2.361 0.067 -5.233
128 H 1.288 -0.862 -6.431
129 H 1.721 -2.632 -4.681
130 H 3.331 -3.291 -4.468
131 H 2.906 -1.694 -3.667
132 H 4.463 -1.123 -7.058

SMILES   CN(C)C=O.CN(C)C=O.CN(C)C=O.CN(C)C=O.CN(C)C=O.CN(C)C=O.CN(C)C=O.CN(C)C=O.CN(C)C=O.CN(C)C=O.CN(C)C=O
Relative energy (zero: lowest compared OMol25 entry of this formula, charge and spin)   233.92 kcal per mole
Highest occupied orbital energy   -9.106 eV



No. 2
Formula: C4H6N2
Source: OMol25
Level of theory: ωB97M-V with the def2-TZVPD basis set

Positions of all 12 atoms, in Å:
1 C -1.695 -0.350 0.270
2 C -0.268 0.060 0.091
3 C 0.824 -0.672 -0.558
4 N 2.110 -0.414 -0.198
5 N 1.703 1.044 -0.476
6 C 0.434 1.221 0.090
7 H -2.288 -0.217 -0.647
8 H -1.772 -1.405 0.553
9 H -2.183 0.235 1.055
10 H 0.686 -1.316 -1.434
11 H 2.280 -0.403 0.808
12 H 0.169 2.216 0.446

Relative energy (zero: lowest compared OMol25 entry of this formula, charge and spin)   131.69 kcal per mole
Highest occupied orbital energy (spin up / spin down)   -7.427 / -7.425 eV



No. 3
Formula: C33H34NO
Source: OMol25
Level of theory: ωB97M-V with the def2-TZVPD basis set

Positions of all 69 atoms, in Å:
1 C 4.799 -1.687 2.097
2 O 4.466 -0.285 2.270
3 C 3.224 0.064 2.712
4 C 2.798 1.395 2.530
5 C 1.507 1.765 2.893
6 C 0.713 0.934 3.681
7 C -0.618 1.420 4.301
8 C -1.817 0.606 3.566
9 C -3.009 1.322 3.306
10 C -4.174 0.689 2.863
11 C -4.165 -0.625 2.390
12 C -5.441 -1.327 1.997
13 C -2.907 -1.223 2.324
14 C -1.744 -0.588 2.800
15 C -0.410 1.804 5.744
16 C 0.753 2.516 6.596
17 C 1.120 3.883 6.270
18 C 1.033 4.242 4.922
19 C 1.393 5.484 4.432
20 C 1.803 6.473 5.323
21 C 1.867 6.189 6.697
22 C 1.532 4.914 7.171
23 N 1.312 1.983 7.693
24 C 0.772 0.907 8.580
25 C 1.828 0.671 9.674
26 C 3.105 1.370 9.219
27 C 2.695 2.344 8.131
28 C -1.739 2.481 6.163
29 C -1.935 3.823 6.508
30 C -3.227 4.369 6.513
31 C -4.336 3.557 6.316
32 C -4.148 2.181 6.199
33 C -2.858 1.654 6.182
34 C 1.103 -0.401 3.803
35 C 2.353 -0.843 3.351
36 H 5.773 -1.688 1.602
37 H 4.872 -2.189 3.073
38 H 4.056 -2.196 1.467
39 H 3.493 2.089 2.071
40 H 1.167 2.738 2.550
41 H -0.846 2.456 3.909
42 H -3.075 2.409 3.489
43 H -5.133 1.218 2.904
44 H -5.311 -2.414 1.948
45 H -6.236 -1.125 2.730
46 H -5.837 -1.006 1.024
47 H -2.840 -2.218 1.889
48 H -0.802 -1.070 2.538
49 H -0.350 0.731 6.005
50 H 0.710 3.478 4.245
51 H 1.335 5.663 3.363
52 H 2.084 7.465 4.939
53 H 2.161 6.988 7.387
54 H 1.578 4.765 8.257
55 H -0.198 1.182 9.006
56 H 0.646 -0.005 7.992
57 H 1.504 1.064 10.645
58 H 2.016 -0.394 9.825
59 H 3.624 1.867 10.043
60 H 3.809 0.640 8.812
61 H 3.381 2.318 7.288
62 H 2.738 3.348 8.542
63 H -1.107 4.473 6.787
64 H -3.362 5.437 6.672
65 H -5.338 3.978 6.271
66 H -5.008 1.523 6.082
67 H -2.736 0.564 6.145
68 H 0.411 -1.145 4.205
69 H 2.636 -1.889 3.500

SMILES   COc1ccc([C@@H](c2ccc(C)cc2)[C@@H](C(c2ccccc2)=[N+]2CCCC2)c2ccccc2)cc1
Relative energy (zero: lowest compared OMol25 entry of this formula, charge and spin)   37.78 kcal per mole
Charge   +1
Highest occupied orbital energy   -10.656 eV